(1)
111
Properties=species:S:1:pos:R:3 method="wB97M-V/def2-TZVPD" orbital_gap_ev=6.024 charge=+1 spin_multiplicity=1
H -8.565 -1.920 2.375
H -11.769 0.594 8.179
H -8.029 1.371 5.691
C 7.534 0.237 0.620
H 4.852 -1.460 -7.803
C 4.668 -1.821 -6.790
H 6.958 -2.496 -3.009
H 1.381 2.401 -1.730
O 3.826 1.291 0.684
H 3.609 1.254 -1.378
O 5.969 0.200 -1.281
C -5.580 3.159 3.452
C 4.811 -0.414 -0.723
H -13.393 0.259 7.492
H 5.050 -0.954 0.196
C -3.715 0.322 2.026
H -6.628 2.854 3.380
H 11.265 -1.509 -6.631
H -8.262 0.664 3.241
H 2.478 -2.979 -2.714
C -1.828 1.801 2.348
H -1.917 -0.687 6.024
C -1.006 1.031 3.375
H 7.814 -1.704 -4.325
H 9.913 -3.689 -6.864
H -0.714 3.738 -2.904
H 3.135 2.928 1.680
C 1.838 -2.331 -3.402
O -4.725 2.030 3.409
H -5.816 0.717 2.282
H 3.913 -1.183 -6.317
H -7.709 -0.582 4.401
H -5.332 3.854 2.641
H -11.149 1.019 3.769
H -11.434 2.735 4.027
H 7.984 -0.632 0.128
C -11.953 1.556 5.726
O 6.708 -0.183 1.702
H 7.389 -2.135 1.789
C 2.980 2.417 0.729
C 9.436 -3.267 -5.971
H -10.335 -2.012 2.266
O -2.558 0.947 1.463
C 1.018 -1.748 -5.569
C -1.249 -0.438 5.199
H -2.483 2.538 2.817
H -0.441 0.081 -5.935
H 2.075 3.118 -3.076
H 7.342 -3.597 -6.493
O -11.817 0.203 6.148
H -4.936 1.965 1.346
O 5.884 -1.768 -6.072
H 6.614 -1.502 3.254
H 5.105 -3.102 -4.686
H -0.282 -0.131 5.611
H 8.208 -5.007 -5.899
C 7.085 -2.485 -4.096
H -4.014 -0.436 1.295
H -3.472 -0.203 2.952
C -8.947 0.956 5.264
C 5.726 -2.199 -4.724
C -4.882 1.286 2.206
H -0.539 0.162 2.897
H 4.498 -1.159 -1.462
C -11.075 1.821 4.509
H 5.231 -1.390 -4.170
N 1.802 -2.617 -4.783
N 1.280 3.152 -2.425
C 3.657 0.564 -0.526
C -8.554 0.051 4.102
H -0.226 1.684 3.784
P -0.801 1.266 -2.928
H 8.254 -0.964 2.837
H 0.251 3.135 -4.358
H -2.125 1.300 -3.460
H 3.230 3.110 -0.082
H -1.122 -1.327 4.572
H 1.028 -1.980 -6.696
H 1.930 2.111 0.655
C 10.473 -1.152 -5.964
C -12.331 0.000 7.451
H 8.326 0.873 1.032
H -11.671 2.236 6.538
H 7.416 1.581 -1.029
H -5.425 3.671 4.403
H 10.287 -0.098 -6.175
O -9.715 2.088 4.852
H 10.790 -1.250 -4.921
H -13.004 1.719 5.460
O 7.588 -3.779 -4.426
H -9.505 -0.546 1.706
C 8.080 -3.930 -5.759
O 9.275 -1.868 -6.187
H -1.132 2.353 1.707
H 6.076 1.773 0.092
H 10.073 -3.446 -5.098
C 0.147 -0.550 -5.181
H 2.714 0.007 -0.452
H 4.305 -2.853 -6.850
C 6.718 1.033 -0.391
H -12.214 -1.055 7.703
C 0.138 -0.182 -3.650
C -9.494 -1.345 2.456
C 1.038 -1.161 -2.830
H -9.451 0.404 6.060
O -9.635 -0.807 3.753
C 7.280 -1.252 2.428
H 1.105 -0.992 -1.698
O -1.831 0.613 4.456
C 0.043 2.953 -3.254
H -0.810 1.095 -1.497

(2)
276
Properties=species:S:1:pos:R:3 method="wB97M-V/def2-TZVPD" orbital_gap_ev=7.998 charge=0 spin_multiplicity=1
H -2.841 0.602 0.624
H 7.516 -4.722 7.862
H -0.621 -2.437 6.174
O -4.809 4.186 5.452
H -2.700 0.095 -4.715
O -7.697 -2.392 -0.775
H 1.202 -1.834 -10.130
C -0.175 -1.972 -5.594
C -1.422 -0.086 3.851
C 0.914 -0.610 3.900
H -0.964 -4.177 3.984
H 3.329 6.490 -7.026
H -8.617 3.651 5.021
C 4.530 1.061 -4.659
C 9.166 -5.603 -2.469
C -3.418 3.152 -2.546
C 0.741 -3.013 -5.833
H 1.983 -0.197 -6.158
C -4.319 1.453 -3.993
H 4.704 5.883 -6.213
H -1.430 -3.703 -0.681
C 5.629 4.344 0.346
H -8.245 -1.086 7.587
H 2.896 2.407 -0.350
H -6.502 -5.947 -5.156
C 4.992 1.787 -0.633
C 4.317 3.893 0.225
C 5.424 -3.697 -0.266
C -9.533 0.155 -2.200
C -7.556 -6.348 -1.386
H 6.234 1.519 -3.548
C 1.602 3.825 -3.138
C -0.554 -1.660 5.427
H -4.273 2.696 4.193
H -4.679 5.385 0.768
H 1.918 -0.322 3.624
C 0.646 5.474 5.174
H -7.424 -5.615 -2.182
H 8.005 3.323 -7.934
H 2.673 -4.118 -3.287
H -6.367 -0.106 6.972
C 4.737 -2.406 4.873
H -2.496 -1.022 0.205
C 6.285 2.230 -0.585
C 0.982 -2.134 -8.036
H 5.029 -4.362 0.502
C -9.609 2.438 1.065
O -6.479 2.546 5.415
H 0.205 5.412 -0.291
C -3.838 3.293 4.995
C -0.521 -0.975 -6.535
H 5.403 3.807 -3.857
O -5.140 -3.172 -2.298
C 7.309 0.003 2.419
O 1.212 0.181 -0.567
C 0.046 -1.087 -7.793
H 2.157 -3.770 -7.320
H 6.611 -0.772 2.697
H 3.111 -2.004 -4.830
H -3.922 -5.885 1.996
O 1.787 -2.046 5.563
O 6.290 1.398 3.964
C 2.341 -4.706 2.137
H -6.405 -4.399 -5.746
H 4.668 -3.288 -0.937
O -4.688 -1.436 2.962
H 8.128 2.001 -1.291
H -0.512 -2.583 -3.717
C -2.112 2.556 -2.697
H 1.784 5.594 6.948
O 3.589 2.896 3.934
H 5.938 -0.881 5.727
H -2.102 1.353 2.869
C 1.915 -5.586 3.090
H -6.576 -2.049 0.897
C 4.880 -1.523 -3.785
H 8.413 -1.136 0.956
O -8.983 -0.766 -1.338
H 9.448 -6.626 -2.718
O 0.045 -5.095 -0.718
C 1.396 -3.059 -7.032
H 10.260 2.567 1.872
H -10.585 0.388 -2.037
H -3.518 7.496 -0.150
H -7.964 -1.031 0.702
C 7.673 4.361 -5.686
H -3.290 -2.524 -1.573
C -6.465 -2.536 3.956
H -10.076 3.492 -0.763
H 4.347 7.644 -5.972
C -8.555 1.854 1.781
H -4.367 3.130 0.733
H 6.284 2.186 4.512
H 4.999 -2.517 -3.381
C 0.693 -1.437 5.010
C -8.375 -1.797 -1.822
H 9.078 -5.226 -3.488
C -4.490 2.508 -3.111
O -2.475 0.661 3.419
C 3.639 0.062 -5.122
C -1.271 -4.766 -0.501
O -6.988 4.710 5.575
C -9.333 3.276 -0.010
C 8.325 -0.176 1.443
C 6.166 -4.237 6.457
H -4.712 -2.136 -0.584
H 4.543 -0.727 4.031
H -0.265 5.114 3.187
C -4.341 -2.237 -1.604
O -5.775 3.028 -2.876
O 7.233 3.152 -6.047
H 4.809 0.759 -0.908
O 8.141 -3.486 -0.912
H 1.020 4.088 -2.254
O 0.091 -4.436 -2.949
C 7.325 1.158 3.107
C 7.740 2.587 -7.175
C -6.496 -0.737 6.105
C 2.623 3.786 4.228
O 3.132 6.379 -4.984
C 0.255 -3.577 2.382
C -2.979 6.593 0.095
C -6.949 2.749 0.220
C 3.933 6.649 -6.133
C 2.380 -0.422 -1.179
H 5.749 5.326 0.779
H -1.574 -4.915 0.536
H 3.558 -4.927 -1.869
H 3.700 5.561 0.717
O -3.923 -3.108 -4.156
C -2.854 4.341 0.688
H -8.744 1.179 2.603
H 2.925 -0.076 -2.058
H 8.280 3.041 3.451
H 6.102 -2.900 0.039
C 1.457 -3.733 1.755
O -0.616 0.804 -3.378
H -9.578 -0.092 -3.261
H -8.789 5.407 5.415
C -1.600 6.628 -0.192
H -6.288 -3.154 3.088
C 3.794 -1.197 -4.608
H -7.773 3.832 -1.383
C 1.573 4.113 3.412
C -1.486 4.363 0.456
H 2.512 -6.464 3.291
C 6.386 4.140 -3.523
C 6.616 3.416 0.009
O -0.688 -1.880 -4.346
C -4.859 -3.559 -3.536
H 7.165 -2.444 7.235
C -5.428 -0.680 5.163
H -3.371 2.645 5.736
H -1.281 -0.241 -6.315
H -0.340 -2.688 2.231
C 7.448 -4.408 -1.243
H -9.079 1.145 -2.155
C -7.206 1.992 1.374
H -10.917 2.466 2.455
C -3.622 5.488 0.576
H 0.928 3.309 -3.821
O -4.866 -5.722 -0.779
H -3.591 4.020 -1.928
H -0.448 -6.042 5.078
O -7.083 -5.793 -0.087
O 6.757 -5.086 7.400
C -0.826 5.478 0.022
H -8.644 -6.331 -1.320
H -6.331 1.718 1.946
O 1.787 -2.929 0.718
H -8.131 -3.417 4.857
C -7.358 -2.673 4.979
H -2.600 -1.260 5.301
O 7.270 1.570 -1.292
H -0.254 -0.401 -8.570
C -4.368 -4.893 1.927
H 3.600 4.027 6.116
H 3.733 -4.160 4.206
H -1.683 8.514 -0.583
H 0.876 -3.672 -4.988
H -1.296 3.115 -2.262
H -5.169 1.062 -4.532
H -6.200 3.072 -3.736
H 2.410 3.144 -2.867
H -4.554 -0.049 5.231
H -0.645 -0.100 -3.701
C 6.446 -2.820 6.523
H 2.102 -1.409 -1.548
C 3.941 2.677 -0.293
O -0.218 -1.469 -1.108
C -2.232 0.004 -0.053
O -0.911 0.474 -0.068
O -3.505 3.236 1.141
H 8.765 2.234 -7.064
O 7.883 -5.496 -1.936
O 6.773 -0.891 -2.501
H 2.589 -2.026 5.036
O 10.304 0.527 0.331
C -5.783 -5.548 0.058
H 4.967 -5.747 5.599
O 4.012 -1.519 4.143
C 0.014 -0.416 -0.604
C -7.988 3.309 -0.463
H 1.585 3.738 2.399
C 8.361 2.083 2.961
O -5.635 -5.190 1.364
H 3.075 -5.885 -3.182
C -5.479 -1.568 4.051
C 4.507 -3.792 4.862
C 9.311 0.803 1.248
C -7.468 -1.736 6.013
H -4.104 -0.676 3.004
O 2.073 5.063 -3.611
O 6.172 -4.570 -1.076
H -5.787 2.773 -1.230
C -1.864 1.365 -3.327
C 2.732 4.304 5.535
O 0.201 -6.484 4.525
O 7.072 4.798 -4.548
O -1.096 7.761 -0.686
C -1.648 -1.012 4.855
C -0.093 0.207 3.378
H -8.572 4.227 6.728
C 5.788 -0.572 -3.428
H -2.769 0.188 -0.984
O -5.769 -4.480 -3.922
H -1.951 -5.222 -1.220
C -7.617 -2.057 0.576
O 8.563 5.063 -6.141
C 9.371 1.957 1.939
H 7.686 3.560 0.057
O 3.346 4.669 0.716
C -8.327 4.459 5.691
C 5.545 0.730 -3.809
H -7.216 -7.370 -1.555
C -2.996 0.854 -4.007
H -4.834 -5.303 -5.583
C 5.797 -1.950 5.677
C 2.630 5.165 -4.822
H 9.870 -5.117 -1.793
C -6.108 3.673 5.521
C 0.682 -5.534 3.691
C -5.816 -5.101 -5.156
C -0.073 -4.436 3.430
H 3.635 2.770 2.983
H -8.082 -2.686 1.336
O -10.858 2.265 1.518
H 7.158 1.718 -7.482
H -4.599 -1.259 -2.010
H 6.424 4.908 -2.751
H 4.312 2.104 -4.832
H 9.946 0.140 -0.471
C 0.561 -4.942 -1.906
H -3.815 -4.284 1.212
O -8.245 -2.051 -2.972
H -0.930 3.496 0.780
H -0.021 0.938 2.586
O 2.697 4.176 -5.610
C 2.787 -4.986 -2.638
O -8.410 -1.831 7.004
O 2.655 0.455 -5.945
H 7.009 -0.119 -1.981
H -2.999 3.813 4.533
H 1.120 -3.172 0.072
O -0.296 6.293 5.706
C 1.765 5.136 5.971
O 1.550 -2.234 -9.330
H 3.317 -4.907 1.721
C 0.541 4.863 3.860
H -1.053 6.633 5.224
O 1.758 -5.229 -1.776
C 5.177 -4.691 5.676
H 7.080 3.335 -3.280
O -5.750 2.836 -0.273
H -4.497 -4.357 2.868
H 3.174 -0.609 -0.456